Entry from the Open Molecules 2025 dataset: C8H8AuN3O5 as an isolated structure (wB97M-V/def2-TZVPD).

Output
**Net charge**: +2
**HOMO level (spin up / spin down)**: -17.26 / -17.34 eV
**Orbital gap (spin up / spin down)**: 5.4550 / 5.5762 eV
**LUMO level (spin up / spin down)**: -0.4338 / -0.4322 Ha
**Energy relative to the best compared isomer or geometry (same formula, charge and spin)**: 43.2 kcal/mol

Cartesian coordinates (Å):
Au: -0.1505 0.5681 -0.4732
O: -0.6964 -0.6373 3.6172
C: -0.4646 -0.4029 2.3737
O: -0.8037 0.6119 1.7788
C: 0.2781 -1.4929 1.6624
C: 0.7079 -2.6800 2.2399
C: 1.3887 -3.6021 1.4507
C: 1.6276 -3.3241 0.1045
C: 1.1564 -2.1153 -0.3641
N: 0.5155 -1.2412 0.3678
C: 1.3668 -1.6511 -1.9400
O: 1.9498 -2.4664 -2.5700
O: 0.8630 -0.5405 -2.1174
H: -1.1812 0.0688 4.0911
H: 0.5030 -2.8586 3.2883
H: 1.7381 -4.5389 1.8700
H: 2.1518 -4.0065 -0.5523
N: -0.4089 4.4364 -1.7008
C: -1.2301 3.3850 -1.6305
N: -2.4067 3.4405 -2.2608
O: -0.9326 2.3860 -0.9152
H: -0.6676 5.2955 -2.1638
H: 0.4762 4.4280 -1.2129
H: -2.7252 4.2698 -2.7407
H: -3.0552 2.6676 -2.2028